# 1
47
Properties=species:S:1:pos:R:3:forces:R:3 method="wB97M-V/def2-TZVPD" e_lumo_ev=0.589 fmax_ev_per_a=1.1 energy_ev=-23105.927 e_above_lowest_ev=0.002 total_charge=0 e_homo_ha=-0.2881 orbital_gap_ha=0.3097 multiplicity=1
C -3.545615 -1.614623 -0.135626 0.1 -0.1 -0.2
C -2.533439 -1.434251 -1.260443 0.0 0.2 0.2
C -1.867967 -0.062481 -1.190695 0.0 -0.1 -0.3
C -0.851450 0.184995 -2.305303 0.0 -0.1 0.3
C 0.317455 -0.802693 -2.281546 -0.1 0.2 -0.2
C 1.561878 -0.281821 -3.003717 -0.1 0.0 0.1
C 2.309401 0.819095 -2.247275 0.1 -0.1 -0.1
C 3.221734 0.295041 -1.130003 -0.1 0.1 -0.1
C 2.498169 -0.360877 0.008561 0.5 -0.2 -0.1
N 2.757334 -1.578101 0.279943 0.3 0.1 -0.5
C 2.117595 -2.226610 1.398773 -0.3 -0.2 0.3
C 0.687188 -1.763178 1.725673 0.2 0.1 -0.2
C 0.644253 -0.275767 1.618938 0.5 0.1 -0.4
C 1.522305 0.377727 0.783290 -0.6 -0.5 0.8
N 1.263810 1.727500 0.807524 0.3 0.1 -0.3
C 0.220475 1.956286 1.656240 -0.4 -0.3 0.3
C -0.402861 3.145830 2.011132 0.0 0.2 0.0
C -1.465798 3.075568 2.884845 0.1 0.1 -0.1
C -1.905928 1.852288 3.402136 -0.2 -0.1 0.1
C -1.293376 0.669211 3.062466 0.0 0.0 0.0
C -0.212046 0.706850 2.179462 0.2 0.5 -0.1
H -4.332423 -0.866526 -0.205883 -0.1 0.1 0.0
H -3.059296 -1.504529 0.831584 0.0 0.0 0.2
H -4.003117 -2.600382 -0.182576 -0.1 -0.1 0.1
H -3.033619 -1.547422 -2.225238 0.0 -0.1 -0.1
H -1.773824 -2.214308 -1.186948 0.0 -0.1 -0.1
H -2.642402 0.707581 -1.242622 0.0 0.0 0.1
H -1.370854 0.042685 -0.223825 0.0 0.1 0.1
H -0.474113 1.203605 -2.191166 0.0 0.1 -0.1
H -1.351303 0.132636 -3.275698 0.0 0.1 -0.1
H 0.577193 -1.032957 -1.250066 -0.1 -0.1 0.0
H 0.008058 -1.735195 -2.757035 0.0 -0.1 0.1
H 1.260973 0.103266 -3.981638 0.0 -0.1 -0.1
H 2.247932 -1.114168 -3.172316 0.1 0.0 -0.1
H 2.939914 1.362304 -2.956062 0.0 0.1 0.1
H 1.589852 1.530516 -1.839082 0.0 0.1 0.0
H 3.921209 -0.434626 -1.539643 0.0 0.0 0.1
H 3.801032 1.133240 -0.728448 0.1 0.0 0.0
H 2.763387 -2.055743 2.270998 -0.1 0.0 0.0
H 2.131045 -3.299134 1.186738 0.0 0.1 0.2
H -0.023617 -2.200694 1.013795 0.0 -0.1 0.0
H 0.406345 -2.101772 2.724067 0.0 0.0 0.0
H 1.795564 2.434910 0.330438 -0.1 0.0 0.0
H -0.065862 4.091339 1.611456 0.0 0.1 0.0
H -1.973761 3.982380 3.178160 0.0 0.1 0.0
H -2.745076 1.845629 4.082120 -0.1 0.0 0.1
H -1.636354 -0.272625 3.464516 -0.1 -0.1 0.1

# 2
20
Properties=species:S:1:pos:R:3:forces:R:3 method="wB97M-V/def2-TZVPD" e_lumo_ev="2.764 / 2.763" fmax_ev_per_a=4.9 energy_ev=-35676.060 e_above_lowest_ev=0.000 total_charge=-1 e_homo_ha="-0.1704 / -0.1703" orbital_gap_ha="0.2720 / 0.2719" multiplicity=1
C 1.784672 2.126511 -0.166538 2.6 0.5 -1.1
C 0.692304 2.467181 0.174238 -1.3 -0.2 0.5
C 1.780166 -2.108676 0.224956 -3.8 1.5 2.7
C -0.657555 2.567280 0.538600 -2.4 -1.4 0.8
C 0.802015 -1.118015 -0.516360 1.7 -1.4 1.8
O -1.090996 -1.102718 1.595072 0.5 -0.2 -0.6
O -2.739426 -2.198722 -0.094750 0.7 0.7 -0.2
O -3.172628 1.043432 0.034022 0.9 0.1 -0.6
O -1.715568 0.855862 -2.024882 0.2 0.2 1.5
O -0.408826 -1.737295 -0.913052 0.0 -0.1 1.1
P -1.519503 -1.414348 0.210476 -1.8 -0.9 0.2
S -1.857159 0.752711 -0.559130 -1.0 1.5 0.0
H 2.784181 2.191243 -0.590724 -0.7 -0.4 0.5
H 2.569338 -1.490345 0.691934 0.2 -0.7 -0.8
H 1.083193 -2.397056 1.163730 1.8 0.0 -2.0
H 1.952254 -2.932344 -0.410768 1.0 -1.0 -0.3
H -1.256395 3.389260 0.075224 0.5 -0.8 0.5
H -0.936334 2.317792 1.648004 0.6 0.5 -2.3
H 1.292972 -0.785106 -1.383770 0.3 1.1 -1.0
H 0.613294 -0.426649 0.303720 0.1 0.9 -0.8

# 3
120
Properties=species:S:1:pos:R:3:forces:R:3 method="wB97M-V/def2-TZVPD" e_lumo_ev=0.260 fmax_ev_per_a=2.4 energy_ev=-145251.998 total_charge=0 e_homo_ha=-0.2968 orbital_gap_ha=0.3063 multiplicity=1
C 4.181189 -0.786668 1.002995 0.6 -0.4 -0.2
C 4.346545 -0.484013 -0.499616 -0.4 0.2 -0.1
P 2.797360 0.152652 -1.327450 -0.7 -0.6 0.7
C 3.058355 -0.335524 -3.100266 1.0 0.1 0.4
C 2.831605 2.048241 -1.216252 1.4 -0.2 -1.7
C 3.618617 2.618507 -2.415815 -0.9 0.5 0.3
O 4.927420 2.046291 -2.419439 0.2 0.3 -0.1
C 5.880696 2.885324 -2.886369 -0.3 -0.7 0.6
F 7.012488 2.213517 -2.990645 0.4 -0.4 -0.2
F 5.556362 3.379779 -4.075951 -0.1 0.4 -0.2
F 6.112501 3.897840 -2.049861 -0.2 0.5 0.1
O 1.563448 2.668639 -1.346108 0.3 -0.5 0.5
C 0.576956 2.363724 -0.375670 -1.6 1.6 0.6
C -0.355616 1.215663 -0.817991 0.9 -0.8 -0.5
C -0.696816 1.279350 -2.293588 -0.9 0.6 0.2
O -1.722010 1.658903 -2.744985 0.0 -0.3 -0.2
F 0.267278 0.860578 -3.150758 0.2 -0.1 0.5
C -0.290421 3.686839 -0.161594 0.3 0.1 -0.3
C 0.271629 4.934346 -0.849216 0.1 0.4 0.2
C 1.517073 5.516165 -0.188949 -0.6 0.0 -0.4
F 1.114024 6.077536 1.018487 0.2 0.0 0.3
O -1.626894 3.532413 -0.614852 0.4 -0.1 0.4
C -2.565876 3.497146 0.430095 -1.1 0.4 -0.2
N -2.700374 4.808588 1.075045 0.1 -0.3 0.3
C -3.912752 3.165826 -0.244872 0.4 -0.3 0.2
C -4.255326 1.670526 -0.204475 0.3 0.7 -0.3
S -4.619013 1.162378 1.513301 0.3 -0.5 -0.1
C -3.510561 -0.184328 1.712968 -0.4 -0.7 1.0
N -3.534205 -1.097122 2.662125 -1.2 1.5 -0.4
N -2.515785 -1.936373 2.415787 1.5 -1.0 -0.6
C -1.901623 -1.539185 1.344656 -1.1 0.1 1.3
O -2.497438 -0.409302 0.877025 0.6 0.2 -1.2
P 1.254458 1.827904 1.293298 1.3 -1.9 0.2
N 1.886312 3.242092 2.063747 -1.1 -0.3 -0.5
O -0.118258 1.493685 2.172466 0.1 1.2 -0.5
H 3.168635 -1.088669 1.265272 -0.1 0.3 0.0
H 4.818641 -1.644653 1.244393 0.0 0.1 0.0
H 4.531694 0.015530 1.648871 -0.4 0.1 -0.1
H 5.219975 0.137280 -0.705183 0.0 0.0 0.0
H 4.522375 -1.437516 -1.007677 -0.1 0.1 -0.1
H 2.619937 0.342615 -3.825448 -0.2 -0.1 0.0
H 2.645243 -1.338412 -3.202190 -0.3 0.1 -0.1
H 4.133397 -0.433149 -3.289574 -0.1 0.2 -0.2
H 3.405536 2.381602 -0.341559 -0.3 -0.2 0.3
H 3.078027 2.411767 -3.340962 0.2 -0.2 0.0
H 3.656125 3.709848 -2.337585 0.2 -0.1 0.1
H -1.260746 1.174575 -0.224524 0.0 0.4 -0.3
H 0.149728 0.252134 -0.669817 0.2 0.2 0.0
H -0.306102 3.907560 0.911066 0.1 -0.1 0.0
H -0.492152 5.707706 -0.728043 -0.1 -0.1 0.0
H 0.399992 4.812885 -1.924786 0.1 -0.3 0.1
H 1.917948 6.345630 -0.772168 0.1 -0.2 -0.2
H 2.285684 4.771245 0.004284 0.1 0.1 0.1
H -2.310415 2.720257 1.166298 0.2 0.0 -0.1
H -1.951114 4.953349 1.747358 0.1 0.1 -0.2
H -3.529879 4.752015 1.656942 -0.1 0.2 -0.1
H -3.819166 3.473831 -1.287386 -0.1 0.0 0.0
H -4.716863 3.753373 0.201643 0.0 0.0 0.0
H -3.415566 1.101496 -0.598937 -0.1 -0.1 0.1
H -5.111992 1.496268 -0.854257 -0.1 -0.3 0.3
H -1.061531 -1.995406 0.857259 0.1 0.2 -0.2
H 1.897397 3.062990 3.061538 0.1 0.1 0.1
H 2.843320 3.304006 1.736692 0.2 0.2 0.3
H -0.217528 0.539195 2.168958 0.0 -0.2 0.2
C -6.099825 -3.640083 3.683203 -0.1 -0.3 0.1
C -5.722033 -3.758220 2.223926 0.0 0.6 0.2
O -5.436754 -5.128674 1.871134 0.0 -0.2 -0.2
C -6.484759 -5.894502 1.614776 0.1 0.6 0.1
O -7.633730 -5.565616 1.645513 -0.1 -0.2 -0.1
C -6.013473 -7.299121 1.218569 0.2 -0.5 0.0
F -5.055468 -7.749799 2.033680 0.0 0.1 0.1
F -5.517292 -7.295319 -0.025980 0.0 0.1 -0.1
F -7.023370 -8.165222 1.254230 0.0 0.1 0.0
H -5.321446 -4.072337 4.312615 0.1 0.1 0.0
H -6.231210 -2.593657 3.953904 0.1 0.0 0.0
H -7.027225 -4.173371 3.894098 0.0 0.1 -0.1
H -4.809001 -3.203473 2.031542 0.1 -0.2 0.0
H -6.497645 -3.355441 1.572798 -0.1 -0.2 0.0
C -10.180092 -8.007369 1.179344 0.0 0.2 0.3
C -11.549150 -8.462530 1.636940 0.1 -0.1 -0.6
O -11.621063 -8.528966 3.073684 -0.1 0.0 0.3
C -11.845040 -7.380062 3.698068 0.1 -0.2 -0.6
O -11.994116 -6.311312 3.187028 0.0 0.2 0.2
C -11.931859 -7.624417 5.210049 0.1 0.0 0.4
F -10.950325 -8.426964 5.634346 0.0 0.0 0.0
F -13.099463 -8.203962 5.519000 -0.1 0.0 -0.1
F -11.848814 -6.481850 5.882964 0.0 0.1 -0.1
H -9.406694 -8.648538 1.598682 0.0 -0.1 -0.1
H -10.112892 -8.038908 0.092161 0.0 0.0 0.0
H -9.971743 -6.989671 1.507515 0.0 0.0 -0.1
H -11.750046 -9.472600 1.285196 0.0 -0.1 0.2
H -12.338630 -7.818050 1.251680 0.0 0.1 0.2
C 8.414921 -0.805086 5.595091 -0.1 0.0 -0.3
C 7.757370 0.386390 6.257395 0.3 -0.4 0.4
O 7.283560 1.330150 5.277315 -0.2 0.2 -0.1
C 6.114745 1.050116 4.719847 0.4 -0.3 0.5
O 5.424991 0.102280 4.947536 -0.2 0.0 -0.2
C 5.733096 2.164118 3.738287 0.0 0.5 -0.5
F 6.758528 2.520764 2.960850 0.1 -0.1 0.0
F 5.329724 3.260731 4.391107 -0.1 -0.1 0.2
F 4.734864 1.778229 2.940137 0.0 0.0 0.2
H 9.210448 -0.477419 4.925065 0.1 0.0 0.1
H 8.838767 -1.469090 6.347314 0.0 0.0 0.0
H 7.697099 -1.370056 5.000904 0.0 0.0 0.1
H 8.479553 0.929884 6.862659 0.0 0.2 -0.1
H 6.940134 0.084087 6.910958 -0.1 0.0 -0.2
C 6.782148 2.841273 -6.547245 0.0 0.2 -0.3
C 7.366115 2.252943 -7.813823 0.1 -0.3 0.5
O 6.900946 2.958607 -8.979396 0.0 0.1 -0.3
C 7.534958 4.088875 -9.264952 0.1 -0.4 0.4
O 8.441662 4.566811 -8.652229 0.1 0.2 -0.1
C 6.955446 4.695226 -10.549448 -0.2 0.3 -0.3
F 5.618851 4.669796 -10.542214 0.0 0.0 0.0
F 7.375115 4.003912 -11.616689 0.1 -0.1 0.0
F 7.342942 5.957017 -10.696470 0.1 0.0 0.1
H 5.694239 2.863132 -6.605323 0.0 -0.1 0.0
H 7.078708 2.248991 -5.685829 0.0 -0.1 0.0
H 7.123128 3.865295 -6.397494 0.1 0.0 0.0
H 7.033905 1.224642 -7.941507 -0.1 0.1 -0.2
H 8.455298 2.247134 -7.790210 0.0 0.2 -0.1

# 4
14
Properties=species:S:1:pos:R:3:forces:R:3 method="wB97M-V/def2-TZVPD" e_lumo_ev="-0.430 / -0.475" fmax_ev_per_a=1.6 energy_ev=-9841.495 e_above_lowest_ev=5.785 total_charge=0 e_homo_ha="-0.2942 / -0.2998" orbital_gap_ha="0.2784 / 0.2823" multiplicity=1
O 0.115282 1.406618 -2.032366 0.2 0.1 -0.2
C 0.302253 1.042463 -0.690120 0.1 0.3 0.3
C -0.981737 0.471269 -0.094006 -0.3 0.2 -0.5
N -0.314194 -0.714494 0.065978 -0.6 -1.4 0.6
C 0.900076 -0.336414 -0.387706 0.5 0.2 -0.1
C -0.759763 -1.955205 0.596645 0.3 0.2 -0.1
O -0.037865 -2.904535 0.686856 -0.2 0.2 0.0
H 0.976429 1.354775 -2.463181 -0.1 0.1 -0.1
H 0.778204 1.836108 -0.096950 -0.1 -0.1 -0.1
H 0.131638 1.024552 1.941517 0.2 0.0 0.1
H -1.971804 0.503672 -0.543823 0.1 0.1 0.1
H 0.855834 0.858603 2.052891 -0.1 0.0 0.1
H 1.827725 -0.660732 0.077407 -0.1 0.0 -0.2
H -1.822079 -1.926680 0.886858 0.1 0.0 0.0